Version one
Here is an isolated ion of composition C5H14NS2 and charge +1 from the OMol25 dataset. Energies are from wB97M-V/def2-TZVPD.

Geometry as XYZ:
```
22
C5H14NS2 | the OMol25 dataset | wB97M-V/def2-TZVPD
C -1.122 2.963 -2.824
C -0.253 1.654 -2.647
C 0.399 1.631 -1.250
S -0.789 0.979 -0.066
S 0.333 -0.058 1.204
C 0.479 -1.922 0.888
C -0.156 -2.582 2.123
N 0.738 -2.175 3.343
H -2.149 2.643 -2.870
H -0.970 3.658 -1.983
H -0.729 3.635 -3.625
H -1.035 0.887 -2.781
H 0.415 1.568 -3.496
H 1.336 1.082 -1.241
H 0.600 2.676 -0.948
H 1.518 -2.230 0.818
H -0.107 -2.306 0.017
H -0.061 -3.667 2.144
H -1.127 -2.104 2.349
H 0.725 -1.154 3.389
H 0.286 -2.593 4.163
H 1.670 -2.585 3.292
```

Calculated values
structure (SMILES): CCCSSCC[NH3+]
gap between HOMO and LUMO: 8.84 eV
net charge: +1

Charges in e, computed with natural (NBO), in the same order as the atoms: -0.62, -0.43, -0.55, 0.20, 0.00, -0.56, -0.21, -0.70, 0.22, 0.20, 0.23, 0.21, 0.23, 0.24, 0.23, 0.23, 0.27, 0.23, 0.25, 0.46, 0.44, 0.44



Version two
Here is a 3-piece molecular cluster, C5H14NS2 overall from the OMol25 dataset. Energies are from wB97M-V/def2-TZVPD.

Geometry as XYZ:
```
22
C5H14NS2 | the OMol25 dataset | wB97M-V/def2-TZVPD
N -2.954 -2.860 -0.864
C 0.979 -2.789 -1.854
C 1.818 -1.969 -2.494
S -0.848 0.306 -0.645
S 0.549 -0.096 0.663
C 1.258 1.368 1.408
C 0.256 2.330 2.093
C -0.249 3.404 1.050
H -3.955 -2.789 -0.899
H -2.444 -2.011 -0.810
H -2.663 -3.497 -0.136
H -0.011 -2.487 -1.524
H 1.186 -3.812 -1.555
H 2.769 -2.365 -2.810
H 1.445 -0.954 -2.472
H 1.875 0.846 2.153
H 1.896 1.908 0.708
H -0.593 1.738 2.429
H 0.688 2.829 2.953
H -1.067 3.907 1.557
H -0.500 2.881 0.140
H 0.565 4.110 0.908
```

Calculated values
gap between HOMO and LUMO: 4.17 eV
net charge: +1

Charges in e, computed with natural (NBO), in the same order as the atoms: -1.07, -0.37, -0.40, 0.23, 0.66, -0.61, -0.39, -0.60, 0.38, 0.34, 0.37, 0.17, 0.21, 0.23, 0.18, 0.27, 0.28, 0.21, 0.25, 0.24, 0.20, 0.22



Stability ranking, top entry: version one; the second entry is 292.7 kJ/mol less favorable.